C35H66BBr7FMg2NO5 | ωB97M-V/def2-TZVPD

Last column: Löwdin charge in e.
Atoms and positions in Å:
C  -0.66221  -6.72979  2.65749  -0.17
C  -1.95176  -6.11977  1.87318  -0.22
C  -1.39516  -5.68975  0.39427  -0.31
C  -0.08520  -4.73839  0.70392  -0.18
C  0.05993  -3.68101  -0.49184  -0.23
C  -0.11259  -2.13807  -0.02109  -0.18
C  1.20756  -1.33991  -0.45108  -0.19
C  1.35860  0.05290  0.37935  -0.11
B  0.93180  1.19879  -0.68736  -0.94
C  0.79819  2.64118  0.13810  -0.06
C  0.21242  3.83342  -0.73163  -0.11
C  0.13843  5.25167  -0.03892  0.00
C  -0.44015  6.50537  -0.72328  0.02
C  -1.00587  6.37772  -2.18601  -0.15
C  -1.64460  7.64877  -2.89368  -0.10
C  -0.91589  4.98091  -2.89243  -0.02
C  -0.33510  3.74370  -2.18232  0.00
O  1.76097  1.44318  -1.84958  -0.03
C  3.13311  1.10156  -1.81849  -0.19
C  4.12956  2.24022  -1.19874  -0.28
C  3.65654  3.74478  -1.55437  -0.07
C  4.51164  1.99328  0.33476  -0.18
C  5.49179  3.09798  0.97527  -0.35
C  4.69011  4.38942  1.57583  -0.10
C  6.15392  2.37811  2.28781  -0.11
O  -0.39056  0.71050  -1.23888  -0.07
C  -1.48003  0.90195  -0.35876  -0.18
C  -2.67622  -0.04999  -0.95247  -0.34
C  -3.68038  0.89468  -1.86013  -0.05
C  -3.47120  -0.61600  0.33531  -0.17
C  -4.02039  0.52487  1.32876  -0.36
C  -5.56832  0.18760  1.73250  -0.09
C  -3.21725  0.64354  2.71719  -0.08
H  0.12021  -7.17748  1.93133  -0.20
H  -0.21211  -5.88081  3.28561  0.09
H  -0.99720  -7.56546  3.37037  0.09
H  -2.80898  -6.86765  1.79195  0.10
H  -2.29122  -5.13578  2.35796  0.11
H  -1.11085  -6.61916  -0.21456  0.09
H  -2.29415  -5.11113  -0.16996  -0.25
H  0.84354  -5.41978  0.64410  0.06
H  -0.18204  -4.18331  1.69415  0.11
H  1.03373  -3.77448  -1.08566  0.11
H  -0.77730  -3.90608  -1.24008  -0.02
H  -0.38119  -2.05007  1.08434  0.11
H  -0.95694  -1.74303  -0.70632  0.07
H  1.30550  -1.16148  -1.58863  0.13
H  2.11277  -2.01886  -0.19127  0.10
H  2.43301  0.07864  0.76693  0.06
H  0.68278  -0.04107  1.30176  0.09
H  1.88016  2.95646  0.41407  0.10
H  0.27852  2.51744  1.16988  0.12
H  0.53214  5.34776  1.02411  0.10
H  -0.44581  7.49785  -0.14690  0.11
H  -0.98219  8.12714  -3.69404  0.09
H  -2.59123  7.26372  -3.44062  0.08
H  -2.02710  8.44332  -2.14264  0.04
H  -1.30426  4.92237  -3.97223  0.08
H  -0.31314  2.75691  -2.74498  0.10
H  3.43140  0.08056  -1.40284  0.12
H  3.46336  1.05146  -2.93416  0.13
H  5.12012  2.09955  -1.78723  0.13
H  2.99496  3.67164  -2.49586  0.09
H  3.15455  4.29584  -0.69399  0.05
H  4.58914  4.36773  -1.84368  0.09
H  3.63609  1.86951  1.05280  0.10
H  5.10223  0.99559  0.36625  0.13
H  6.29841  3.40481  0.22767  0.13
H  5.25250  4.90480  2.42168  0.07
H  4.62210  5.12849  0.68710  0.07
H  3.61472  4.09936  1.82371  0.07
H  5.53521  1.44742  2.58972  0.02
H  7.26364  2.14809  2.15900  0.07
H  6.07979  3.08352  3.20308  0.07
H  -1.33585  0.55478  0.71750  0.11
H  -1.92291  1.97545  -0.36055  0.15
H  -2.27463  -0.86712  -1.66888  0.08
H  -4.12122  1.76601  -1.27493  0.11
H  -4.54670  0.24888  -2.33700  0.05
H  -3.08226  1.32168  -2.73638  0.10
H  -2.69989  -1.23402  0.93413  0.13
H  -4.31163  -1.36602  0.04843  0.07
H  -4.04004  1.57558  0.86032  0.13
H  -5.49050  -0.64147  2.53203  0.09
H  -5.98213  1.11141  2.29077  0.10
H  -6.20509  -0.12003  0.83821  0.07
H  -3.76822  0.19513  3.60967  0.08
H  -2.14610  0.23706  2.68380  0.08
H  -3.11098  1.77279  2.94544  0.10
Mg  1.32532  -8.19316  1.05266  0.73
C  3.29468  -0.74354  4.54718  -1.59
Br  2.86257  -1.89618  3.04826  0.60
Br  5.20765  -0.46951  4.71680  0.58
Br  2.33090  0.93852  4.46490  0.55
H  2.96483  -1.25661  5.44909  -0.03
C  4.64810  -5.99294  5.05850  -0.09
C  3.70935  -6.13117  3.83955  -0.50
O  2.53651  -5.60519  4.17740  -0.13
H  4.26312  -6.52967  5.93049  0.07
H  5.63048  -6.41648  4.81981  0.07
H  4.80227  -4.94608  5.33767  0.07
H  3.73987  -7.20307  3.56593  0.07
H  4.26200  -5.67479  2.99731  0.11
Mg  -4.01730  -1.69021  -2.08969  0.82
C  -2.96814  2.85040  -5.43961  0.03
N  -4.00413  2.98498  -6.49637  -0.45
O  -3.66721  3.49690  -7.54934  0.08
O  -5.12094  2.56980  -6.22812  0.05
H  -2.02994  3.25722  -5.81266  0.10
H  -3.31166  3.40881  -4.56900  0.09
H  -2.86527  1.78937  -5.21443  0.09
C  -5.77596  -5.93227  -3.77977  -1.57
Br  -5.59609  -4.35995  -2.64941  0.46
Br  -7.18814  -7.10400  -3.15742  0.59
Br  -6.00063  -5.45566  -5.64527  0.58
H  -4.84193  -6.48712  -3.70159  -0.02
Br  -2.98139  -4.29808  -1.37484  0.38
F  -2.55457  8.92404  -0.51566  -0.62

HOMO, eV: -6.44
Strongest force on any atom, eV Å⁻¹: 5.6
Spin multiplicity: 1
Kohn-Sham gap, eV: 1.1


C32H61F3O17 | ωB97M-V/def2-TZVPD

Last column: Löwdin charge in e.
Atoms and positions in Å:
O  21.60625  -8.84302  11.12769  0.13
C  20.94249  -8.31410  10.25366  -0.44
O  21.06838  -6.97859  9.89020  0.04
C  20.24247  -6.80175  8.70658  -0.04
C  19.24594  -7.93109  8.80990  -0.36
F  18.95610  -8.30552  7.60033  0.12
O  20.02046  -8.95852  9.42745  0.13
H  19.69485  -5.86086  8.65236  0.14
H  20.95794  -6.90841  7.89121  0.14
H  18.32261  -7.73856  9.35624  0.18
O  24.36373  -5.70035  15.76252  0.11
C  25.31914  -4.86805  15.71194  -0.45
O  26.14160  -4.55944  16.80728  0.06
C  26.90375  -3.43700  16.43705  -0.09
C  27.00568  -3.60249  14.94201  -0.26
F  27.98849  -4.57617  14.75414  0.04
O  25.76483  -4.17809  14.67518  0.09
H  26.36354  -2.53937  16.73793  0.14
H  27.89073  -3.38480  16.89664  0.15
H  27.25836  -2.69469  14.39417  0.18
O  18.81544  -9.09629  15.37905  0.12
C  19.96293  -9.43533  15.05355  -0.51
O  21.08979  -8.78204  15.37227  0.08
C  22.10847  -9.21827  14.45950  -0.03
C  21.60520  -10.66692  14.15797  -0.36
F  21.87852  -11.52854  15.08993  0.12
O  20.23605  -10.40809  14.15525  0.13
H  22.11698  -8.54700  13.60077  0.12
H  23.11343  -9.13401  14.87309  0.12
H  22.10689  -11.07720  13.28157  0.17
C  27.26144  -9.22274  17.53862  -0.19
C  26.92522  -10.54614  17.04821  -0.21
C  25.66061  -10.42166  16.25798  -0.19
O  25.46916  -9.00901  16.08792  -0.15
C  26.60045  -8.29812  16.54378  -0.20
H  28.32866  -9.00648  17.58734  0.12
H  26.84855  -9.15067  18.54481  0.12
H  26.75703  -11.15975  17.93325  0.12
H  27.72693  -10.98483  16.45415  0.11
H  24.88930  -10.86531  16.88755  0.12
H  25.72340  -10.97449  15.32068  0.11
H  26.41012  -7.36687  17.07730  0.12
H  27.21433  -8.23219  15.64551  0.12
C  27.04987  -6.32193  11.69278  -0.13
C  26.04857  -7.21509  12.40816  -0.16
C  24.67949  -6.74683  12.01375  -0.16
O  24.88517  -5.63784  11.13916  -0.17
C  26.16426  -5.09144  11.46307  -0.17
H  27.31767  -6.85668  10.78150  0.09
H  27.92713  -6.03388  12.27204  0.11
H  26.14683  -7.19555  13.49354  0.10
H  26.26471  -8.26714  12.22223  0.09
H  24.01023  -6.53045  12.84645  0.12
H  24.19985  -7.43550  11.31820  0.11
H  26.00258  -4.47293  12.34590  0.10
H  26.49025  -4.55383  10.57267  0.11
C  22.97730  -3.12178  13.54691  -0.18
C  23.05953  -1.86934  14.38231  -0.17
C  21.68076  -1.82343  15.08736  -0.20
O  20.83865  -2.45865  14.14535  -0.15
C  21.56941  -2.94999  12.99873  -0.17
H  23.00116  -4.04553  14.12503  0.11
H  23.78030  -3.13348  12.80991  0.10
H  23.20319  -0.94679  13.81984  0.11
H  23.84129  -1.98633  15.13281  0.09
H  21.45725  -0.78761  15.34274  0.11
H  21.65360  -2.39152  16.01722  0.12
H  21.46319  -2.09309  12.33349  0.12
H  21.12116  -3.84746  12.57244  0.12
C  29.52070  -8.40166  7.28776  -0.18
C  28.36197  -8.86273  6.46091  -0.18
C  27.53867  -7.62393  6.26751  -0.25
O  27.92667  -6.74814  7.23831  -0.13
C  28.95555  -7.26716  8.12152  -0.16
H  30.31014  -7.95559  6.68287  0.11
H  30.03440  -9.17407  7.86012  0.11
H  27.87150  -9.71997  6.92207  0.11
H  28.70959  -9.22344  5.49285  0.11
H  26.47407  -7.85634  6.29440  0.11
H  27.93379  -7.20752  5.34091  0.13
H  28.48620  -7.72932  8.98997  0.09
H  29.63237  -6.46454  8.41443  0.13
C  28.74823  -10.24322  13.09476  -0.16
C  29.33732  -9.12288  12.26336  -0.19
C  30.63107  -9.69642  11.76441  -0.24
O  30.35230  -11.04936  11.63743  -0.15
C  29.03582  -11.44757  12.17256  -0.13
H  27.68323  -10.03783  13.20292  0.10
H  29.26099  -10.37654  14.04733  0.12
H  29.53574  -8.17600  12.76550  0.12
H  28.64984  -8.91696  11.44294  0.10
H  31.42918  -9.57746  12.49719  0.12
H  31.05521  -9.34031  10.82559  0.12
H  29.17485  -12.40300  12.67847  0.12
H  28.25791  -11.55414  11.41652  0.11
C  24.01931  -6.05676  7.99220  -0.14
O  24.36843  -4.79670  8.52875  -0.11
H  24.88591  -6.71450  7.92516  0.06
H  23.40703  -6.62019  8.69630  0.06
H  23.54717  -5.92096  7.01919  0.09
H  24.40351  -4.90898  9.48151  0.03
C  25.68640  -9.45355  9.17347  -0.14
O  24.31045  -9.65400  9.45424  -0.11
H  26.18842  -10.33956  9.56216  0.08
H  25.78752  -9.24936  8.10755  0.07
H  26.15651  -8.59635  9.65544  0.06
H  24.10516  -9.63570  10.39185  0.06
C  25.76999  -2.03937  9.52011  -0.13
O  24.70699  -1.44307  8.71153  -0.13
H  26.35634  -2.80397  9.01052  0.08
H  26.37754  -1.21938  9.90298  0.07
H  25.22003  -2.46919  10.35731  0.06
H  24.14675  -0.94193  9.30868  0.06

HOMO, eV: -9.44
Strongest force on any atom, eV Å⁻¹: 6.2
SMILES: O=C1OC[C@@H](F)O1.O=C1OC[C@@H](F)O1.O=C1OC[C@@H](F)O1.C1CCOC1.C1CCOC1.C1CCOC1.C1CCOC1.C1CCOC1.CO.CO.CO
Energy relative to the best compared isomer or geometry (same formula, charge and spin), kJ/mol: 21.3
Spin multiplicity: 1
Kohn-Sham gap, eV: 9.5